No. 1
9
Properties=species:S:1:pos:R:3:forces:R:3 method="wB97M-V/def2-TZVPD" smiles=c1cnnnc1 gap_ev=9.532 homo_ev=-10.0 energy_ev=-7626.294 charge=0 max_force_ev_per_a=1.1
C 0.607846 -0.711599 0.152572 -0.554 -0.073 -0.145
C -0.209387 -0.109298 1.082775 0.279 0.275 0.453
N -0.424851 1.221516 0.951058 -0.397 -0.171 -0.106
N -0.224491 1.818314 -0.170280 -0.402 -0.133 0.089
N -0.294289 1.035919 -1.238813 0.198 -0.222 0.104
C 0.113682 -0.211748 -1.066444 0.261 0.044 -0.313
H 1.370914 -1.481236 0.296349 -0.940 -0.222 -0.152
H -0.788914 -0.641216 1.832938 0.792 0.331 0.632
H -0.150510 -0.920651 -1.840155 0.763 0.172 -0.561

=====

No. 2
92
Properties=species:S:1:pos:R:3:forces:R:3 method="wB97M-V/def2-TZVPD" gap_ev="6.167 / 7.780" homo_ev="-3.8 / -5.5" energy_ev=-199994.293 charge=-1 max_force_ev_per_a=2.4 spin_multiplicity=6
Fe 0.233598 0.102744 0.051214 -1.237 -0.769 -1.836
C 1.272493 -3.177924 -1.655527 0.005 0.344 0.675
Si 1.331436 -2.359847 0.095402 0.506 0.030 -0.212
C 0.922022 -3.765672 1.365023 0.017 0.678 -0.382
C 3.172240 -1.824596 0.420926 -0.793 -0.300 -0.057
C 4.100602 -2.828286 0.681465 0.064 -0.140 -0.004
C 5.426946 -2.543899 0.945632 0.168 -0.187 -0.011
C 5.853646 -1.227771 0.948031 0.163 0.033 0.033
C 4.938750 -0.223021 0.696001 0.196 0.080 -0.008
C 3.601850 -0.492188 0.435964 -0.697 0.485 -0.237
Si 2.406884 1.024497 0.197589 2.298 0.339 0.677
C 2.638102 1.933032 1.929511 -0.378 -0.304 -0.753
C 3.327028 2.178236 -1.086950 -0.707 -0.464 0.375
H 1.907053 -4.059503 -1.706819 0.162 -0.174 0.062
H 1.593899 -2.489070 -2.430667 0.099 0.214 -0.114
H 0.255777 -3.480266 -1.884229 -0.270 -0.076 -0.016
H 1.651453 -4.572196 1.335814 0.203 -0.088 -0.133
H -0.055859 -4.199121 1.170876 -0.168 0.010 -0.103
H 0.899937 -3.381484 2.381539 0.003 0.135 0.126
H 3.776833 -3.859535 0.675936 -0.003 -0.186 0.023
H 6.127194 -3.346175 1.142854 0.033 -0.033 0.014
H 6.891299 -0.989815 1.146722 0.036 0.022 0.026
H 5.265521 0.805085 0.709691 0.169 0.249 0.010
H 3.360766 2.742333 1.871515 0.194 0.118 -0.090
H 2.979360 1.219125 2.671340 0.073 -0.194 0.113
H 1.705849 2.351838 2.293841 -0.259 0.139 0.061
H 4.026430 2.859653 -0.608518 0.090 0.024 0.236
H 2.610967 2.769951 -1.647798 -0.176 0.128 -0.118
H 3.876403 1.582303 -1.808150 0.060 -0.216 -0.119
O -2.346008 -2.074625 -1.763998 0.077 -0.148 -0.356
C -1.670696 -1.314148 -2.439385 -0.612 -0.751 0.341
N -1.772817 -1.214775 -3.801249 -0.047 0.164 -0.442
C -0.772517 -0.329397 -4.345370 0.010 -0.031 0.009
C -0.153686 0.181993 -3.012139 0.170 0.107 -0.147
O 0.736773 1.013210 -2.915634 0.131 0.231 -0.258
N -0.736322 -0.436265 -1.984242 0.668 0.607 1.443
C 0.242872 -1.059296 -5.211253 0.179 -0.284 -0.055
C -0.181152 -2.126184 -6.000221 0.070 0.184 0.117
C 0.709196 -2.811371 -6.804121 -0.013 -0.051 -0.071
C 2.039753 -2.432494 -6.842481 0.053 0.061 -0.011
C 2.467338 -1.361412 -6.073650 0.062 -0.134 -0.136
C 1.578558 -0.678118 -5.262249 -0.097 0.060 0.089
C -1.379515 0.785431 -5.175770 -0.186 0.221 0.028
C -0.695833 1.975872 -5.394256 0.069 -0.078 -0.002
C -1.254725 2.964117 -6.183845 0.013 0.098 -0.090
C -2.489197 2.772499 -6.781167 -0.091 0.038 -0.048
C -3.177927 1.592112 -6.561089 -0.073 0.101 -0.105
C -2.629440 0.610889 -5.758534 0.107 -0.096 0.105
H -2.264832 -1.912875 -4.329816 0.067 -0.033 0.198
H -1.216044 -2.430677 -5.993344 -0.125 -0.066 -0.014
H 0.360130 -3.643924 -7.398614 -0.008 -0.053 -0.050
H 2.735343 -2.966748 -7.471267 0.103 -0.058 -0.052
H 3.505408 -1.063812 -6.103079 0.083 0.042 0.038
H 1.920718 0.140603 -4.646669 0.007 0.057 0.038
H 0.259857 2.133258 -4.917610 0.094 -0.023 0.024
H -0.726373 3.895038 -6.333979 0.076 0.053 -0.009
H -2.916502 3.536568 -7.413285 -0.036 0.109 -0.035
H -4.147475 1.433894 -7.011240 -0.078 0.003 -0.042
H -3.186953 -0.295102 -5.576692 -0.051 -0.062 0.028
C -1.547074 6.031657 -0.132441 -0.019 0.090 -0.026
N -0.824633 4.800427 -0.324077 -0.281 -0.716 0.146
C 0.580472 4.853408 -0.004414 0.271 -0.087 -0.152
P -1.668124 3.360726 -0.118139 -0.821 1.291 -0.186
O -0.703579 2.242073 -0.053858 0.248 -0.417 0.076
N -2.748661 3.313107 -1.429357 0.823 0.079 0.974
C -3.369725 1.994292 -1.493168 -0.335 -0.271 -0.061
C -2.088294 3.633981 -2.685556 0.072 0.210 -0.337
N -2.640828 3.591153 1.221565 0.307 -0.552 -0.779
C -4.085693 3.638366 1.217504 -0.127 0.093 0.023
C -2.074629 3.195981 2.493900 0.228 0.008 0.206
H -1.105778 6.816382 -0.756274 -0.090 -0.013 0.002
H -1.522890 6.368024 0.912834 -0.031 -0.011 -0.011
H -2.582535 5.876022 -0.425763 -0.113 0.197 -0.017
H 1.104935 5.477446 -0.736514 0.043 -0.018 0.077
H 0.977799 3.842209 -0.051165 0.176 0.078 0.015
H 0.761611 5.262370 0.998124 -0.012 -0.002 0.001
H -3.756972 1.716555 -0.513872 -0.099 -0.125 -0.028
H -2.655009 1.225276 -1.807466 -0.038 0.021 0.000
H -4.194835 2.026442 -2.208288 -0.015 -0.040 0.046
H -1.686364 4.643928 -2.631133 0.014 -0.026 -0.150
H -2.820931 3.583968 -3.494060 0.004 -0.036 0.008
H -1.271113 2.939423 -2.912392 -0.010 0.020 -0.026
H -4.432968 3.850220 0.213038 -0.168 0.083 -0.047
H -4.413754 4.436653 1.891039 -0.061 0.027 -0.027
H -4.510636 2.692784 1.562870 -0.040 0.040 -0.037
H -0.988637 3.168871 2.405271 0.028 -0.064 0.185
H -2.424422 2.208240 2.805434 0.026 0.014 -0.025
H -2.352705 3.929097 3.254604 0.030 0.046 0.068
Cl -0.895417 -0.127565 1.973448 -0.118 0.097 1.067
Ge -2.790165 -1.385547 0.951083 -0.387 -0.111 0.214
Cl -4.394473 0.104597 1.786197 0.064 -0.128 0.055
Cl -2.846077 -2.904596 2.649550 -0.040 0.061 -0.025

=====

No. 3
105
Properties=species:S:1:pos:R:3:forces:R:3 method="wB97M-V/def2-TZVPD" gap_ev="2.468 / 7.809" homo_ev="-0.7 / -6.0" energy_ev=-154355.490 charge=-1 max_force_ev_per_a=5.1 spin_multiplicity=4
Ti 0.566713 -0.427565 -0.787086 -0.003 0.179 0.853
C -6.348103 2.920228 -2.262629 0.500 0.128 1.158
C -5.180828 3.515728 -1.364840 -1.814 0.043 -0.186
C -4.034816 4.058112 -2.180584 0.261 1.087 -0.848
C -2.660313 3.666159 -1.659453 0.458 -0.236 -0.868
N -1.440813 4.393910 -2.338611 1.142 1.508 0.209
C -0.066311 3.829659 -1.885502 -0.844 0.443 2.342
C 0.081881 2.565129 -2.589507 0.329 -1.561 0.047
C -0.571196 2.780911 -3.921766 -0.566 -0.327 -1.002
C -1.296850 4.112396 -3.851568 -1.016 -0.259 1.059
C -1.468380 5.952033 -2.037675 -0.345 -1.401 -0.555
C -1.418563 6.312836 -0.555363 0.115 -0.747 -0.135
C -1.169784 7.770146 -0.236528 -0.201 0.433 -0.109
H -6.984989 2.360578 -1.577593 -0.127 -0.214 -0.259
H -6.041725 2.280085 -3.089949 0.385 -0.189 0.311
H -6.985292 3.678199 -2.718233 0.207 0.369 0.144
H -4.924864 2.880240 -0.517049 0.378 -0.642 -0.530
H -5.626672 4.352738 -0.827498 -0.146 0.203 -0.012
H -4.164860 5.138044 -2.250801 0.237 0.284 0.333
H -4.231003 3.784428 -3.217269 0.553 -0.529 -0.104
H -2.585618 2.596032 -1.852723 0.621 -0.086 0.076
H -2.616663 3.800328 -0.578630 0.440 0.210 -0.116
H 0.816012 4.442144 -2.071109 -0.683 1.006 -0.223
H -0.170360 3.671841 -0.812013 0.322 0.149 0.125
H 1.128733 2.288705 -2.715186 -0.074 -0.077 0.253
H -0.395445 1.791839 -1.987609 0.015 -0.371 -0.343
H 0.189245 2.850281 -4.699594 -0.262 -0.306 -0.210
H -1.296628 1.996135 -4.136169 0.357 -0.229 -0.255
H -0.670357 4.877633 -4.309832 -0.496 0.367 0.236
H -2.318985 4.043707 -4.223893 0.278 0.422 -0.463
H -2.389071 6.292591 -2.511417 0.023 0.172 0.049
H -0.634067 6.340574 -2.621685 0.100 0.025 0.216
H -0.641802 5.739410 -0.049471 0.035 -0.229 -0.105
H -2.360016 6.016484 -0.092847 -0.046 -0.059 0.047
H -0.297784 8.195004 -0.733731 0.154 -0.189 0.015
H -1.027630 7.843329 0.841673 0.051 0.168 -0.051
H -2.013480 8.406615 -0.503374 -0.115 0.004 -0.023
C 2.466948 -4.654242 6.377773 -0.272 0.288 0.070
C 3.507034 -4.874478 5.302171 -0.421 -0.874 -1.065
C 3.066441 -4.543961 3.859927 -0.416 0.764 -0.004
C 1.798254 -5.238903 3.299924 0.101 1.869 0.240
N 1.251379 -4.466604 2.017741 -1.431 -0.766 0.206
C -0.031545 -5.152727 1.549968 0.864 -1.766 0.694
C 0.461118 -6.482831 0.943016 -0.854 0.647 -1.406
C 1.807228 -6.091832 0.236169 -0.076 -1.665 1.060
C 2.187770 -4.731919 0.868440 -0.022 0.200 -0.858
C 0.876429 -2.935887 2.245043 0.209 -1.448 1.479
C -0.326874 -2.780311 3.297737 2.034 0.791 -0.541
C -0.327392 -1.338963 3.806802 -0.754 1.092 -0.539
H 1.800827 -5.507320 6.506755 -0.082 0.046 -0.061
H 1.875337 -3.774505 6.124463 -0.228 0.068 0.071
H 2.924060 -4.442658 7.344409 0.056 -0.134 0.003
H 3.749647 -5.934230 5.223674 0.687 -0.068 0.691
H 4.368034 -4.237593 5.505065 0.216 -0.400 -0.075
H 3.914570 -4.697236 3.192619 0.001 -0.046 0.016
H 2.896278 -3.468185 3.902858 -0.168 0.090 -0.416
H 1.017126 -5.165350 4.056579 -0.175 0.025 -0.200
H 1.976201 -6.299251 3.120789 -0.115 0.176 -0.661
H -0.543115 -4.579076 0.777100 0.260 0.432 0.254
H -0.677577 -5.378367 2.398398 -0.046 0.553 0.014
H -0.352073 -6.792096 0.286375 0.212 0.220 -0.742
H 0.460863 -7.379349 1.562972 0.763 0.456 0.747
H 1.831163 -6.106806 -0.853465 -0.735 0.839 0.014
H 2.477631 -6.938730 0.382581 0.542 0.250 0.752
H 1.977411 -4.050040 0.044506 0.113 0.735 0.468
H 3.200799 -4.556430 1.230487 -0.038 -0.236 -0.386
H 0.655739 -2.461585 1.288791 -0.347 -0.344 -0.334
H 1.849225 -2.521687 2.509986 -0.419 0.433 0.499
H -0.171544 -3.319280 4.232348 0.096 -0.818 -0.320
H -1.271882 -3.064273 2.834684 0.105 0.098 -0.012
H -0.405353 -0.574152 3.034094 0.319 -0.243 -0.409
H 0.540389 -1.044421 4.396967 0.121 -0.382 -0.001
H -1.222041 -1.114855 4.387724 -0.053 -0.380 0.370
C 4.199560 -0.203634 -1.797908 -1.148 -1.961 2.708
F 3.135970 0.379743 -2.346147 0.445 0.341 -0.057
F 4.997019 -0.665315 -2.719026 0.442 -0.329 -1.019
F 4.891457 0.646071 -1.044296 0.010 0.824 -0.052
S 3.599531 -1.677034 -0.584337 0.174 -2.072 -1.871
O 2.630460 -1.104984 0.354403 0.559 0.782 -0.007
O 2.920747 -2.605649 -1.496972 0.490 0.790 0.188
O 4.810032 -2.300957 -0.023778 -0.833 1.525 0.023
C 1.614296 -0.686937 -5.381338 -3.587 -3.127 1.903
F 1.802303 0.487004 -4.906362 0.771 2.834 0.198
F 1.149285 -0.644209 -6.630077 0.433 0.267 -0.437
F 2.704186 -1.392533 -5.299874 1.259 -0.399 -0.494
S 0.237032 -1.527599 -4.213736 1.270 -2.667 1.143
O 0.441683 -3.002209 -4.350644 0.016 2.754 0.024
O 0.643548 -1.019513 -2.854126 -0.628 -0.506 -2.632
O -1.048991 -1.086183 -4.701193 0.314 0.788 -0.043
C -3.128805 -0.450856 1.077265 1.680 0.131 -1.491
F -4.207766 0.178646 0.727557 -1.567 1.719 -1.423
F -2.259329 0.444237 1.589562 -0.035 -0.301 -0.237
F -3.539148 -1.216393 2.035883 0.313 -2.210 1.758
S -2.354684 -1.312184 -0.506204 -2.033 0.886 -3.187
O -1.766563 -0.145355 -1.215749 -0.132 -0.422 1.173
O -1.334925 -2.225065 -0.040696 -0.130 -0.537 0.577
O -3.469721 -1.863892 -1.335231 1.767 0.717 2.740
C 2.662412 3.349531 1.379673 -1.865 -2.544 -2.306
F 2.899038 3.859253 2.530248 1.143 0.542 1.377
F 2.396344 4.378588 0.514779 0.973 -0.840 0.177
F 3.680900 2.511515 0.917446 -1.217 2.218 0.805
S 1.075408 2.259819 1.470889 -2.081 0.201 1.992
O 1.101604 1.523429 0.188407 0.046 0.894 0.954
O 1.216692 1.425985 2.695670 0.212 1.514 -2.322
O -0.057393 3.270171 1.597555 2.669 -1.865 -0.853

=====

No. 4
15
Properties=species:S:1:pos:R:3:forces:R:3 method="wB97M-V/def2-TZVPD" gap_ev="7.458 / 7.830" homo_ev="-7.8 / -8.0" energy_ev=-10309.246 charge=0 max_force_ev_per_a=2.9
C -2.210530 -0.758299 0.403460 0.157 0.005 0.137
N -0.902188 -0.435444 -0.152003 0.947 -0.379 -0.865
O -0.042974 -1.569212 0.029578 -0.133 0.025 0.947
C -0.331927 0.777745 0.338027 -1.666 2.306 0.660
N -0.763411 1.916761 0.473368 0.707 -1.886 0.054
H 0.512698 -1.698345 -0.750333 -0.441 0.544 -0.210
H -2.139053 -1.019420 1.466039 -0.026 0.011 -0.051
H -2.850438 0.114743 0.291320 0.112 -0.016 -0.017
H -2.630567 -1.598998 -0.148209 0.100 0.074 -0.007
C 1.709442 1.021932 -0.507732 0.184 -1.037 1.191
O 2.306689 -0.139046 -0.861454 0.781 0.125 -0.441
H 2.991959 -0.394743 -0.230625 -0.203 -0.019 0.058
H 1.328463 1.536533 -1.380254 -0.727 -0.165 0.315
H 2.194825 1.678561 0.207892 0.179 0.024 -0.035
H 0.827011 0.567231 0.820926 0.028 0.390 -1.737

=====

What is the charge in the second record? -1

=====

Which value of charge does entry 3 give? -1